Arrangement A

Computed, not measured: a 2-piece molecular cluster, C3H2BrCl3 overall, with wB97M-V/def2-TZVPD.

XYZ file:
```
9
C3H2BrCl3 (wB97M-V/def2-TZVPD)
C -1.53 0.32 -0.81
C -1.14 0.45 0.43
C 0.65 -0.63 1.21
Cl -2.96 1.14 -1.39
Cl -1.78 1.25 1.74
Cl 0.06 -1.66 2.43
Br 1.39 -1.46 -0.32
H -1.01 -0.25 -1.56
H 1.25 0.20 1.56
```

---

Arrangement B

Computed, not measured: a 2-piece molecular cluster, C3H2BrCl3 overall, with wB97M-V/def2-TZVPD.

XYZ file:
```
9
C3H2BrCl3 (wB97M-V/def2-TZVPD)
C -0.20 -0.41 0.96
C 0.25 -1.38 -0.10
C 0.96 -0.12 0.43
Cl -1.38 -0.16 2.12
Cl -0.21 -1.36 -1.72
Cl -1.34 1.77 -1.44
Br 2.54 0.78 0.62
H -1.31 3.12 -1.20
H 0.68 -2.24 0.32
```

---

Arrangement C

Computed, not measured: one molecule with the formula C3H2BrCl3, with wB97M-V/def2-TZVPD.

XYZ file:
```
9
C3H2BrCl3 (wB97M-V/def2-TZVPD)
C -0.32 -0.34 -0.68
C 0.10 0.42 0.59
C -1.40 0.67 -0.31
Cl -0.61 -1.99 -0.55
Cl 1.19 1.74 0.55
Cl -1.49 2.20 -1.01
Br -3.01 -0.19 0.42
H 0.32 0.15 -1.44
H 0.07 -0.07 1.54
```

---

We find arrangement C to be the most stable, with the next structure 0.757 eV higher.

---

Arrangement A

Computed, not measured: one molecule with the formula C6H11N5, with wB97M-V/def2-TZVPD.

XYZ file:
```
22
C6H11N5 (wB97M-V/def2-TZVPD)
C 1.39 -1.34 -2.26
C 1.11 0.40 -0.58
C -1.74 -0.14 0.17
C -0.78 1.58 1.76
C 1.44 -1.19 1.10
C -0.63 0.09 1.23
N 0.67 -1.69 -3.36
N 0.78 -0.26 -1.74
N -0.28 -0.77 -3.49
N -0.21 0.16 -2.61
N 0.66 -0.23 0.68
H 0.78 1.56 -0.53
H 2.16 0.55 -0.46
H -2.17 -1.13 0.44
H -2.48 0.57 0.11
H -1.43 -0.28 -0.81
H -1.69 1.85 2.22
H -0.48 2.13 0.94
H 0.01 1.56 2.50
H 1.12 -1.65 2.02
H 2.38 -1.23 0.63
H -0.60 -0.55 2.05
```

---

Arrangement B

Computed, not measured: one molecule with the formula C6H11N5, with wB97M-V/def2-TZVPD.

XYZ file:
```
22
C6H11N5 (wB97M-V/def2-TZVPD)
C 3.33 0.56 -0.15
C 2.88 -0.70 -0.37
C 2.44 1.63 0.13
C 1.53 -1.04 -0.14
C 1.13 1.31 0.38
C 0.66 -0.05 0.27
N -1.20 -1.57 0.24
N -2.84 0.73 0.84
N -2.01 0.59 -1.29
N -0.70 -0.34 0.61
N -1.70 0.78 0.07
H 4.38 0.66 -0.45
H 3.53 -1.46 -0.74
H 2.74 2.65 0.22
H 1.25 -2.15 -0.32
H 0.36 2.04 0.58
H -1.61 -2.15 1.08
H -0.77 -2.06 -0.52
H -3.21 -0.20 0.79
H -2.53 1.00 1.81
H -2.74 1.22 -1.46
H -2.54 -0.34 -1.46
```

---

We find arrangement B to be the most stable, with the next structure 2.422 eV higher.

---

Arrangement A

Computed, not measured: a 2-piece molecular cluster, C4H4O4P2 overall, with wB97M-V/def2-TZVPD.

XYZ file:
```
14
C4H4O4P2 (wB97M-V/def2-TZVPD)
C 0.02 -0.61 -1.01
C -1.95 0.61 -1.27
C 0.01 -0.85 1.53
C 0.71 -0.12 0.13
O -1.60 1.73 -1.15
O 0.62 -1.90 1.82
O -2.81 -0.14 -1.55
O -0.99 -0.29 2.02
P 0.54 -1.71 -2.12
P 0.59 1.80 0.36
H 1.77 -0.17 0.19
H 1.87 -1.87 -1.71
H 1.64 1.67 1.50
H -0.42 1.86 1.27
```

Its net charge is -2.

---

Arrangement B

Computed, not measured: an isolated ion of composition C4H4O4P2 and charge -2, with wB97M-V/def2-TZVPD.

XYZ file:
```
14
C4H4O4P2 (wB97M-V/def2-TZVPD)
C -0.80 0.19 0.13
C -3.55 0.70 -1.56
C 0.96 -1.69 -0.51
C 0.54 -0.23 -0.05
O -3.57 0.87 -2.79
O 0.76 -2.12 -1.62
O -4.29 1.05 -0.67
O 1.65 -2.19 0.43
P -1.77 -0.35 -1.19
P 1.50 -0.42 1.55
H 1.23 0.49 -0.66
H -1.13 -0.47 -2.38
H 0.62 -1.19 2.22
H 0.94 0.71 2.01
```

Its net charge is -2.

---

We find arrangement A to be the most stable, with the next structure 0.767 eV higher.

---

Arrangement A

Computed, not measured: a 2-piece molecular cluster, C18H32N4O5S overall, with wB97M-V/def2-TZVPD.

XYZ file:
```
60
C18H32N4O5S (wB97M-V/def2-TZVPD)
O 4.90 -2.56 -3.77
O 2.76 0.79 0.13
O -2.89 0.58 -1.49
O -2.08 -0.83 0.35
N -2.90 4.92 0.07
O -3.90 5.75 -0.51
C 3.98 -2.22 -3.05
C 3.64 -0.01 -0.14
C -3.40 3.71 0.17
C -4.75 3.71 -0.32
C -5.01 4.98 -0.73
N 4.90 0.35 0.12
N 4.23 -1.76 -1.83
N -3.49 1.31 0.98
C 2.55 -2.32 -3.56
C -6.30 5.48 -1.31
C 6.14 -0.42 0.00
C 3.36 -4.94 0.97
C -3.52 0.91 2.39
C -2.67 2.53 0.80
C -2.31 1.59 2.99
C -2.22 2.89 2.22
C 1.76 -2.24 1.04
C 3.22 -3.92 -0.17
C -4.70 -0.89 -0.19
C 3.11 -2.45 0.32
C 3.27 -1.37 -0.78
S -3.16 0.03 -0.15
H -5.42 2.86 -0.36
H 4.98 1.28 0.50
H 5.21 -1.71 -1.60
H 1.97 -2.97 -2.90
H 2.11 -1.33 -3.60
H 2.56 -2.75 -4.56
H -7.03 4.67 -1.38
H -6.12 5.88 -2.32
H -6.71 6.28 -0.69
H 6.50 -0.39 -1.03
H 5.99 -1.46 0.31
H 6.91 0.02 0.65
H 4.21 -4.67 1.61
H 3.53 -5.93 0.55
H 2.45 -4.97 1.57
H -3.48 -0.18 2.54
H -4.44 1.28 2.86
H -1.78 2.31 0.19
H -2.42 1.76 4.07
H -1.41 0.98 2.82
H -2.90 3.63 2.66
H -1.21 3.31 2.22
H 1.68 -2.90 1.91
H 1.68 -1.22 1.41
H 0.93 -2.43 0.36
H 4.12 -4.04 -0.78
H 2.36 -4.17 -0.78
H -5.50 -0.22 -0.50
H -4.91 -1.29 0.80
H -4.61 -1.70 -0.91
H 3.91 -2.30 1.05
H 2.29 -1.22 -1.24
```

---

Arrangement B

Computed, not measured: one molecule with the formula C18H32N4O5S, with wB97M-V/def2-TZVPD.

XYZ file:
```
60
C18H32N4O5S (wB97M-V/def2-TZVPD)
C -0.03 -3.08 -0.16
C -1.41 -3.61 0.21
H -1.36 -4.27 1.07
H -1.84 -4.14 -0.64
O -2.31 -2.58 0.62
C -2.79 -1.78 -0.37
O -2.41 -1.81 -1.51
N -3.76 -0.95 0.08
C -4.23 -0.88 1.44
H -3.85 -1.73 2.00
C -3.81 0.45 2.10
H -4.57 0.76 2.81
H -2.87 0.32 2.64
C -3.62 1.53 1.03
N -2.26 1.48 0.52
C -1.79 2.34 -0.40
O -2.43 3.27 -0.84
C -0.34 2.10 -0.82
C 0.59 2.75 0.22
C 2.04 2.56 -0.19
N 2.38 1.15 -0.35
S 2.57 0.33 1.11
O 2.81 1.30 2.13
O 1.51 -0.62 1.32
N 3.96 -0.54 0.96
C 3.95 -1.73 0.12
H 4.48 -2.52 0.66
C 4.70 -1.37 -1.18
H 4.04 -1.41 -2.04
H 5.52 -2.07 -1.35
C 5.23 0.05 -0.95
H 6.25 0.17 -1.30
H 4.60 0.78 -1.45
C 5.12 0.24 0.57
H 6.00 -0.17 1.08
H 4.97 1.27 0.88
H 2.92 -2.04 -0.02
C 1.53 0.50 -1.33
C 0.04 0.62 -0.99
H -0.11 0.07 -0.06
H -0.56 0.16 -1.77
H 1.74 0.95 -2.30
H 1.81 -0.55 -1.36
H 2.25 3.06 -1.14
H 2.71 2.96 0.57
H 0.44 2.28 1.20
H 0.36 3.81 0.31
H -0.20 2.62 -1.77
H -1.70 0.70 0.80
C -4.64 1.33 -0.10
H -5.64 1.32 0.33
C -4.34 0.01 -0.83
H -3.62 0.17 -1.64
H -5.26 -0.39 -1.27
H -4.57 2.16 -0.80
H -3.78 2.53 1.46
H -5.33 -0.95 1.42
H -0.09 -2.51 -1.08
H 0.37 -2.44 0.63
H 0.65 -3.92 -0.30
```

---

We find arrangement B to be the most stable, with the next structure 2.748 eV higher.